Record 1
Molecular formula: H2N2O2
Method: DFT, wB97M-V/def2-TZVPD

Structure (XYZ):
```
6
Properties=species:S:1:pos:R:3:lowdin_charge:R:1
N -0.2742 -0.4293 -0.7139 0.13
N 0.4333 0.1907 0.6007 -0.45
O 1.2965 0.9524 0.3326 0.09
O 0.0558 -0.2626 1.6197 0.10
H -0.3165 0.2839 -1.4283 0.06
H -1.1948 -0.7350 -0.4108 0.07
```

Properties
HOMO energy = -11.2334 eV
gap between HOMO and LUMO = 11.82 eV
relative energy (zero: lowest compared OMol25 entry of this formula, charge and spin) = 38.8 kcal/mol
multiplicity = 1
SMILES string = N[N+](=O)[O-]
LUMO = 0.59 eV

***

Record 2
Molecular formula: C36H34B2ClF4N7O6P2Se2Ti
Method: DFT, wB97M-V/def2-TZVPD

Structure (XYZ):
```
95
Properties=species:S:1:pos:R:3:lowdin_charge:R:1
Ti -3.1412 -0.1165 3.5174 1.18
C -3.2359 2.2894 -0.1371 0.02
C -3.2982 1.2440 0.9204 -0.22
N -2.6860 1.3166 2.0429 -0.03
O -1.8964 2.3864 2.3283 0.06
B -1.7141 2.4950 3.8086 -1.06
F -2.9681 2.0991 4.3684 0.12
F -1.3020 3.7445 4.1191 0.21
O -0.7052 1.5247 4.3772 0.07
N -1.1556 0.2681 4.1951 -0.06
C -0.4722 -0.7369 4.5993 -0.28
C 0.8035 -0.6448 5.3604 0.01
C -1.0416 -2.0497 4.1945 -0.24
N -2.1451 -1.9731 3.5432 -0.03
O -2.6701 -3.1014 3.0277 0.08
B -4.1519 -2.9420 2.7482 -1.05
F -4.6637 -2.2629 3.8824 0.14
F -4.6658 -4.1791 2.5422 0.21
O -4.4464 -2.1045 1.5539 0.10
N -3.8943 -0.8776 1.6691 -0.01
C -4.0548 -0.0285 0.7227 -0.23
C -4.9274 -0.2284 -0.4645 0.01
C -0.3449 -3.3386 4.4571 0.02
H -2.5896 3.1021 0.1799 0.09
H -4.2383 2.6784 -0.3258 0.10
H -2.8684 1.8518 -1.0647 0.07
H 1.1183 0.3922 5.4357 0.09
H 1.5850 -1.2308 4.8745 0.09
H 0.6647 -1.0474 6.3656 0.10
H -5.1099 -1.2886 -0.6160 0.09
H -4.4687 0.1874 -1.3559 0.07
H -5.8861 0.2657 -0.2854 0.11
H 0.2988 -3.2697 5.3301 0.08
H 0.2684 -3.6144 3.5950 0.10
H -1.0844 -4.1249 4.5963 0.10
Se -0.4782 -1.0955 -5.9789 0.29
P 0.4238 -0.0348 -4.4275 0.47
C 2.2013 -0.4002 -4.3135 -0.35
C 3.1524 0.4536 -4.8658 -0.07
C 4.4887 0.0816 -4.8966 -0.09
C 4.8852 -1.1358 -4.3596 -0.08
C 3.9383 -1.9950 -3.8166 -0.08
C 2.6001 -1.6361 -3.8113 -0.10
C 0.3604 1.7767 -4.5842 -0.35
C 0.4923 2.6118 -3.4785 -0.07
C 0.5289 3.9879 -3.6454 -0.08
C 0.4346 4.5361 -4.9171 -0.08
C 0.2897 3.7070 -6.0208 -0.07
C 0.2487 2.3304 -5.8559 -0.11
C -0.2528 -0.3677 -2.7926 -0.43
C 0.2480 -0.4197 -1.4855 -0.45
N -0.8393 -0.5003 -0.6801 -0.14
N -1.9164 -0.5429 -1.4086 -0.02
N -1.5867 -0.4797 -2.6889 0.03
P 1.6613 -0.3857 -0.4153 0.76
Se 0.5273 -0.1851 1.4558 0.76
C 2.5911 -1.9185 -0.4100 -0.36
C 1.8653 -3.0979 -0.5737 -0.09
C 2.5140 -4.3170 -0.5017 -0.06
C 3.8828 -4.3608 -0.2591 -0.07
C 4.6000 -3.1876 -0.0811 -0.07
C 3.9560 -1.9603 -0.1518 -0.08
C 2.7509 1.0156 -0.6813 -0.34
C 2.4930 2.2384 -0.0691 -0.09
C 3.2866 3.3337 -0.3760 -0.06
C 4.3259 3.2104 -1.2869 -0.06
C 4.5853 1.9875 -1.8930 -0.06
C 3.8026 0.8881 -1.5883 -0.09
H 2.8528 1.4106 -5.2741 0.11
H 5.2200 0.7457 -5.3389 0.11
H 5.9281 -1.4234 -4.3768 0.11
H 4.2419 -2.9495 -3.4068 0.11
H 1.8556 -2.3238 -3.4277 0.11
H 0.5529 2.1970 -2.4812 0.09
H 0.6238 4.6296 -2.7791 0.10
H 0.4608 5.6099 -5.0474 0.10
H 0.2005 4.1319 -7.0116 0.11
H 0.1168 1.6734 -6.7069 0.07
H 0.7980 -3.0561 -0.7599 0.12
H 1.9541 -5.2327 -0.6347 0.11
H 4.3890 -5.3155 -0.2031 0.11
H 5.6634 -3.2234 0.1140 0.11
H 4.5187 -1.0477 -0.0081 0.11
H 1.6723 2.3378 0.6306 0.08
H 3.0883 4.2842 0.1004 0.11
H 4.9394 4.0697 -1.5230 0.11
H 5.3931 1.8888 -2.6058 0.11
H 4.0070 -0.0639 -2.0573 0.08
Cl -7.6378 0.5009 5.4480 0.61
C -6.0602 0.0857 6.1193 -0.48
C -4.9434 0.1242 5.1103 -0.68
O -5.1030 0.4926 3.9183 -0.06
O -3.7914 -0.2403 5.4977 -0.05
H -6.0968 -0.9164 6.5413 0.09
H -5.8170 0.7870 6.9156 0.09
```

Properties
HOMO energy (spin up / spin down) = -7.9815 / -7.9844 eV
gap between HOMO and LUMO (spin up / spin down) = 7.27 / 5.56 eV
relative energy (zero: lowest compared OMol25 entry of this formula, charge and spin) = 3.6 kcal/mol
multiplicity = 3
<S²> = 2.010
LUMO (spin up / spin down) = -0.71 / -2.42 eV

***

Record 3
Molecular formula: C25H31IrN2O
Method: DFT, wB97M-V/def2-TZVPD

Structure (XYZ):
```
60
Properties=species:S:1:pos:R:3:lowdin_charge:R:1
C -0.5911 0.9807 -4.7288 -0.41
C 0.0150 2.2247 -4.2549 -0.09
C 0.1839 -0.0302 -5.4505 -0.09
C -2.0113 0.7604 -4.4419 -0.09
H -0.4386 -0.4761 -6.2468 0.09
H 0.4997 -0.8772 -4.8307 0.06
H 1.0962 0.4168 -5.8466 0.08
H -0.5154 3.0983 -4.6940 0.09
H 1.0846 2.2317 -4.4881 0.08
H -0.0755 2.3385 -3.1599 0.07
H -2.6585 1.3309 -5.1271 0.09
H -2.2508 1.1046 -3.4174 0.07
H -2.2444 -0.3110 -4.5160 0.08
C 3.0774 -1.2767 -0.2085 -0.26
C 3.0693 -1.5385 -1.6361 -0.25
C 2.4916 -0.3772 -2.2897 -0.17
H 3.5124 -2.4115 -2.1083 0.11
C 2.0871 0.5407 -1.2791 -0.19
C 2.4053 -0.0153 -0.0092 -0.23
H 2.2254 0.4190 0.9648 0.07
H 3.5416 -1.9058 0.5498 0.11
H 2.4330 -0.2598 -3.3762 0.10
H 1.6231 1.5149 -1.4303 0.09
C -0.8324 -2.1394 0.1915 -0.24
C -0.0340 -3.3280 0.0250 -0.22
C 0.1826 -3.5177 -1.3943 -0.23
H 0.3079 -4.0019 0.8182 0.11
C -0.4628 -2.4294 -2.0943 -0.22
C -1.0693 -1.5579 -1.1005 -0.22
H -1.5657 -0.6042 -1.2900 0.09
H -1.1934 -1.7521 1.1439 0.07
H 0.7034 -4.3480 -1.8719 0.12
H -0.4727 -2.2747 -3.1701 0.10
Ir 1.1255 -1.6721 -0.8493 1.36
C -1.6019 0.9990 4.7021 0.06
N -1.7592 1.1466 3.2694 0.01
N -0.7135 1.1368 2.4206 0.09
C -1.1822 1.2868 1.1003 -0.33
O -0.4756 1.2600 0.0825 0.15
C -2.6008 1.4764 1.2587 0.14
C -2.8956 1.3696 2.5843 -0.23
C -4.1927 1.4404 3.3040 0.01
C 0.5715 0.6563 2.8177 -0.24
C 0.7983 -0.7245 2.8651 -0.02
C 2.0659 -1.1937 3.1964 -0.06
C 3.0381 -0.2993 3.6495 -0.05
C 2.7631 1.0695 3.7294 -0.05
C 1.5294 1.5618 3.3022 -0.01
H -0.5492 0.9076 4.9799 0.11
H -2.1414 0.1083 5.0498 0.12
H -2.0243 1.8747 5.2108 0.12
H -3.2895 1.6575 0.4516 0.14
H -4.3673 0.5515 3.9231 0.10
H -4.2637 2.3269 3.9484 0.11
H -4.9956 1.5008 2.5604 0.10
H -0.0179 -1.4040 2.6321 0.10
H 2.2711 -2.2641 3.1374 0.12
H 4.0133 -0.6803 3.9715 0.12
H 3.5030 1.7620 4.1324 0.12
H 1.2673 2.6168 3.3376 0.13
```

Properties
HOMO energy (spin up / spin down) = -6.9374 / -10.8797 eV
gap between HOMO and LUMO (spin up / spin down) = 4.21 / 4.24 eV
net charge = +1
multiplicity = 6
<S²> = 8.804
LUMO (spin up / spin down) = -2.73 / -6.64 eV

***

Record 4
Molecular formula: C7H14N2
Method: DFT, wB97M-V/def2-TZVPD

Structure (XYZ):
```
23
Properties=species:S:1:pos:R:3:lowdin_charge:R:1
C 1.9686 -0.6009 -1.8462 -0.07
C 2.3171 -0.3550 -0.3975 -0.40
C 2.5067 0.7178 0.3862 -0.07
N 2.4707 0.3016 1.8079 0.03
C 2.4144 -1.0911 1.7839 -0.13
N 2.4289 -1.4615 0.4531 0.05
H 2.7374 -0.9737 -2.5391 0.06
H 1.7534 0.5306 -2.3039 0.12
H 0.9882 -1.2704 -1.8802 0.10
H 2.3486 1.7698 0.3357 0.09
H 2.7908 0.8814 2.5854 0.13
H 2.2676 -1.6580 2.6341 0.08
C -3.5944 -0.0724 0.3448 -0.15
C -2.3123 0.7656 0.2997 -0.35
C -1.2942 0.3694 -0.7404 -0.15
H -3.4025 -1.1059 0.6218 0.06
H -4.3725 0.3505 0.9367 0.04
H -4.1105 -0.1704 -0.7174 0.11
H -2.6185 1.7434 0.1652 0.06
H -1.8960 0.5808 1.4244 0.15
H -0.4567 1.0111 -0.8707 0.03
H -1.1387 -0.7372 -0.6379 0.08
H -1.7960 0.4743 -1.8453 0.12
```

Properties
HOMO energy = -8.8504 eV
gap between HOMO and LUMO = 9.78 eV
relative energy (zero: lowest compared OMol25 entry of this formula, charge and spin) = 53.2 kcal/mol
multiplicity = 1
SMILES string = Cc1c[nH]cn1.CCC
LUMO = 0.93 eV

***

Record 5
Molecular formula: C2H8N4O2
Method: DFT, wB97M-V/def2-TZVPD

Structure (XYZ):
```
16
Properties=species:S:1:pos:R:3:lowdin_charge:R:1
N -1.4843 -1.2285 -0.1014 0.08
C -0.7693 0.0183 -0.0194 -0.71
N -1.1996 0.8195 -1.1482 0.09
N -0.9986 0.7129 1.2445 0.09
N 0.6595 -0.3329 -0.0685 0.09
C 1.6189 0.4733 0.0306 -0.37
O 2.1864 1.4674 0.2801 0.17
H -1.3077 -1.7791 0.7301 0.08
H -2.4771 -1.0460 -0.1769 0.08
H -0.7005 1.7009 -1.1884 0.08
H -1.0551 0.3148 -2.0152 0.08
H -0.4105 1.5360 1.3297 0.07
H -1.9664 1.0155 1.2836 0.08
O 2.8380 -1.0624 -0.3435 -0.09
H 3.3056 -1.2407 0.4812 0.06
H 1.7607 -1.3689 -0.3184 0.13
```

Properties
HOMO energy = -9.7010 eV
gap between HOMO and LUMO = 10.37 eV
relative energy (zero: lowest compared OMol25 entry of this formula, charge and spin) = 63.1 kcal/mol
multiplicity = 1
SMILES string = NC(N)(N)N=C=O.O
LUMO = 0.67 eV

***

Record 6
Molecular formula: C4H6N2S
Method: DFT, wB97M-V/def2-TZVPD

Structure (XYZ):
```
13
Properties=species:S:1:pos:R:3:lowdin_charge:R:1
C 1.3463 0.0610 -1.0269 -0.15
C 0.2998 1.0258 -0.7970 -0.88
S 0.4620 2.6383 -1.1607 0.64
N -0.6445 0.7462 0.2223 -0.07
C -0.6010 -0.6602 0.5485 -0.20
C -1.6275 -1.2916 1.6281 -0.12
N -2.3464 -1.4044 2.5359 0.11
H 1.9505 -0.2609 0.0117 0.17
H 2.0363 0.6684 -1.5865 0.05
H 1.0402 -0.8869 -1.5215 0.10
H -1.5246 1.2402 0.6537 0.20
H -0.6881 -1.0674 -0.4742 0.11
H 0.2971 -0.8088 0.9666 0.04
```

Properties
HOMO energy = -8.7378 eV
gap between HOMO and LUMO = 8.51 eV
relative energy (zero: lowest compared OMol25 entry of this formula, charge and spin) = 73.5 kcal/mol
multiplicity = 1
SMILES string = CC(=S)NCC#N
LUMO = -0.23 eV

***

Record 7
Molecular formula: C8H10N2O2S
Method: DFT, wB97M-V/def2-TZVPD

Structure (XYZ):
```
23
Properties=species:S:1:pos:R:3:lowdin_charge:R:1
C 2.4005 -1.2786 -0.3919 -0.06
C 1.8766 -0.0992 0.1183 -0.01
C 1.5323 -2.3735 -0.4977 -0.12
C 0.4920 0.0339 0.3488 -0.20
C -0.2544 -1.1153 0.2137 -0.23
C -1.7511 -1.1039 0.3441 -0.18
C -2.5047 -0.7463 -0.9197 -0.03
C 0.9466 2.4574 0.2431 -0.10
N 0.2343 -2.2730 -0.1593 0.12
N 0.0601 1.3316 0.5330 -0.28
O -1.6930 3.0343 1.0816 -0.39
O -1.9158 0.2755 1.1289 -0.44
S -1.1996 1.7995 1.5933 1.01
H 3.3850 -1.5328 -0.6557 0.09
H 2.6755 0.6792 0.1769 0.11
H 2.0331 -3.3028 -0.8169 0.11
H -2.0579 -1.9160 0.8945 0.11
H -2.0835 -1.3429 -1.7982 0.11
H -2.3320 0.2267 -1.0191 0.02
H -3.6576 -0.9218 -0.9117 0.12
H 1.3658 2.4337 -0.6922 0.06
H 0.5243 3.3910 0.2662 0.04
H 1.9239 2.3432 0.9200 0.13
```

Properties
HOMO energy = -8.5823 eV
gap between HOMO and LUMO = 8.94 eV
relative energy (zero: lowest compared OMol25 entry of this formula, charge and spin) = 101.2 kcal/mol
multiplicity = 1
LUMO = 0.36 eV

***

Record 8
Molecular formula: C7H9BrN3S
Method: DFT, wB97M-V/def2-TZVPD

Structure (XYZ):
```
21
Properties=species:S:1:pos:R:3:lowdin_charge:R:1
C -0.5831 -1.2438 -1.5238 -0.03
C -1.2638 -0.5964 -0.2981 -0.68
S -2.6203 -1.6211 0.5424 0.83
N -1.8855 0.7025 -0.6869 0.06
N -1.5622 1.6769 -0.0337 0.13
C -0.4454 1.3403 0.8887 -0.17
C 0.7967 2.0254 0.4764 0.00
C 1.9427 1.4186 0.1297 -0.09
C 2.0684 0.0183 0.3748 -0.62
Br 3.8033 -0.7665 -0.0027 0.81
C 1.0291 -0.7717 0.7152 -0.11
N -0.3465 -0.2258 0.8964 0.03
H -0.5389 -0.5411 -2.3943 0.12
H -1.0536 -2.1617 -1.9449 0.10
H 0.4116 -1.5452 -1.2661 0.06
H -3.0753 -2.0250 -0.6991 -0.07
H -0.6746 1.7441 1.8316 0.15
H 0.6988 3.0656 0.4405 0.12
H 2.8233 2.0209 -0.2041 0.14
H 1.1778 -1.7666 1.0928 0.13
H -0.7025 -0.7478 1.6650 0.12
```

Properties
HOMO energy = -13.5217 eV
gap between HOMO and LUMO = 9.13 eV
relative energy (zero: lowest compared OMol25 entry of this formula, charge and spin) = 52.7 kcal/mol
net charge = +1
multiplicity = 1
SMILES string = C[C@]1(S)N=N[C@@H]2C=CC(Br)=C[N@@H+]21
LUMO = -4.40 eV